{
  "formula": "C38H27N2O4P2PdSTe",
  "method": "ωB97M-V/def2-TZVPD",
  "species": ["O", "H", "C", "C", "C", "C", "H", "H", "C", "H", "C", "C", "H", "H", "C", "C", "H", "C", "N", "C", "H", "H", "H", "H", "H", "H", "N", "Pd", "H", "C", "C", "C", "C", "C", "C", "C", "H", "H", "C", "Te", "H", "H", "C", "O", "H", "C", "C", "C", "H", "P", "C", "C", "P", "C", "C", "H", "C", "H", "H", "C", "O", "C", "C", "C", "C", "H", "C", "H", "S", "C", "O", "C", "H", "H", "C", "C"],
  "positions_angstrom": [[-1.99162, 1.62441, 0.13313], [4.80843, -3.01646, 3.96281], [-2.58816, 2.68788, -3.60003], [-4.34120, -0.58994, 3.90018], [1.86919, -4.40589, 0.50329], [-3.85545, -0.26503, 1.18512], [2.99702, 4.94004, 1.74457], [-2.53735, 0.53789, 4.19768], [3.07587, -1.97425, -0.05347], [-3.68083, -0.13447, 0.12356], [-0.27978, -1.28078, -1.69433], [2.85693, -0.06026, 2.60818], [2.36173, 0.81470, 2.20705], [-4.69324, 5.31498, -3.26175], [2.37902, -1.65757, -4.32603], [1.69287, -2.04572, 0.05860], [1.19105, -4.82426, -4.28858], [-1.95220, 1.73101, -4.62279], [4.92853, -1.11610, 3.19968], [2.84873, -2.26900, 3.51142], [-5.67469, -1.35086, 0.88501], [0.25525, 2.28207, 3.67827], [-3.64087, 3.85236, -5.02727], [3.11363, -1.03815, -4.82149], [-6.09978, -1.65897, 3.30116], [-0.27273, -3.83542, -2.57757], [-2.31196, 2.47853, -2.31982], [-1.15292, 0.68949, -1.95742], [-4.53423, -0.70381, 4.95837], [0.58000, -1.87108, -2.73945], [-3.73852, 4.26206, -1.64855], [-2.56082, 2.84536, 0.05795], [1.54553, -1.09527, -3.37533], [-2.95667, 0.25142, 2.11766], [2.14842, -1.18516, 3.00803], [4.23696, -0.08308, 2.72198], [3.54651, -1.02568, -0.28469], [4.93451, -3.03749, 0.04993], [2.25903, -3.00005, -4.66026], [0.04958, -1.25400, 2.97783], [1.97335, 4.39655, -0.43987], [4.81643, 0.77893, 2.41234], [0.07738, 2.41737, 1.54724], [-2.79933, 3.53482, 1.01289], [2.35055, -3.17836, 3.81783], [2.17921, 4.23455, 1.69145], [4.23348, -2.17890, 3.58437], [0.64259, 2.73986, 2.77410], [3.86099, -5.20418, 0.56477], [-1.31089, 1.12222, 1.63555], [-0.35319, -0.34030, 1.15132], [3.25474, -4.32006, 0.41947], [0.73545, -0.51117, -0.30093], [-4.98187, -0.94957, 1.61271], [-2.87681, 3.22262, -1.36637], [-4.16747, 4.84020, -0.84466], [1.29530, -3.77788, -4.03398], [1.62300, -0.03549, -3.14451], [2.90693, -3.43383, -5.40962], [-5.22210, -1.12041, 2.97078], [-2.14181, 1.99301, -5.79827], [1.60289, 3.93139, 0.46407], [0.46495, -3.21962, -3.07683], [1.69640, 3.64028, 2.84798], [3.85832, -3.10622, 0.13170], [0.12802, 2.79062, -0.58409], [1.09232, -3.27644, 0.31445], [2.13334, 3.88207, 3.80764], [-1.86172, -1.80238, -1.41101], [0.55340, 3.02798, 0.39018], [-1.30055, 0.75299, -4.12812], [-3.44926, 3.71852, -3.97258], [1.39619, -5.35782, 0.70468], [0.01076, -3.35720, 0.34416], [-4.02121, 4.51160, -2.99285], [-3.21551, 0.10072, 3.47143]],
  "spin_multiplicity": 6,
  "lumo_energy_ev": [-0.32, -2.81],
  "total_energy_ev": -91195.36825,
  "e_homo_ev": [-6.610, -8.355]
}



{
  "formula": "C38H28AsCl2I2IrN2O3S",
  "method": "ωB97M-V/def2-TZVPD",
  "species": ["H", "H", "C", "O", "C", "Cl", "C", "C", "C", "N", "C", "As", "Ir", "C", "S", "H", "C", "C", "C", "H", "I", "H", "C", "C", "C", "C", "H", "I", "H", "C", "H", "C", "C", "H", "C", "H", "C", "C", "H", "C", "H", "C", "H", "H", "H", "C", "C", "H", "H", "C", "H", "C", "O", "C", "C", "C", "H", "O", "H", "H", "H", "Cl", "C", "H", "H", "C", "N", "C", "C", "C", "C", "H", "C", "C", "H", "H", "C", "H"],
  "positions_angstrom": [[1.33834, -1.46420, -4.25531], [3.11153, -3.38800, 4.24594], [-4.23834, -2.04141, 0.48244], [-1.97834, -1.37269, 0.36917], [-0.88404, 1.02547, 5.16698], [-3.76834, -3.62373, -0.05800], [-3.09260, 3.72581, -4.12378], [4.08777, -3.53090, 2.34106], [1.63305, -3.59677, -2.65119], [0.27450, -2.23434, -1.25765], [-5.93535, -0.51514, 1.23781], [1.20763, 0.04578, 1.05806], [-0.59418, -0.16457, -0.75307], [2.34733, -1.92887, 2.87066], [3.50371, -1.34917, -0.93280], [1.55923, 2.23660, 3.15661], [-5.00818, 0.46968, 1.33684], [3.67268, 1.63047, 1.16850], [-1.96209, 3.75608, -4.95643], [-6.28753, -2.57285, 0.70196], [-4.83553, 2.69486, -1.93456], [0.43199, 2.71854, 5.29556], [-3.15005, 2.79691, -3.12277], [0.32882, 1.05425, -3.64683], [3.17724, -2.98966, 3.24045], [-3.22635, -1.05553, 0.59009], [2.04924, 4.68195, -0.56846], [-1.88268, 5.12474, -6.48996], [0.77314, 0.94492, -4.63855], [3.34684, -1.94182, 0.66221], [4.72918, -4.35077, 2.63984], [2.50762, 3.82273, -0.09220], [2.41205, -1.39489, 1.59686], [2.09719, -0.64961, -2.89456], [3.83860, 3.87350, 0.30507], [1.65814, -1.52293, 3.59454], [0.71718, -4.48896, -0.63250], [2.34605, 1.57376, 0.76016], [1.96205, -5.60953, -1.98183], [0.77233, 1.58227, 3.50692], [-3.90877, 4.41907, -4.27555], [1.76099, 2.67192, 0.13358], [-3.23437, 2.28763, 1.44216], [1.07171, 1.56131, -3.02397], [0.71847, 2.63311, -0.16093], [-5.54739, -1.78646, 0.79579], [1.01703, -2.39366, -2.35354], [-0.97381, -1.18317, 2.59728], [-2.07512, -0.72156, 4.75813], [-2.06072, 1.83312, -2.91143], [4.88672, -3.41147, 0.35181], [1.19693, -1.17345, -3.21446], [-1.59854, 1.41551, 0.69630], [-0.89687, 1.92369, -3.79223], [0.38699, 0.47942, 2.75699], [1.48568, -4.65740, -1.77313], [4.12763, 0.78642, 1.66868], [-2.15209, 0.96141, -2.02827], [-1.37721, 1.23974, 6.10817], [5.45723, 2.82019, 1.24687], [-0.51806, -3.07726, 0.44656], [-7.60325, -0.21781, 1.64471], [-2.78170, 1.36479, 1.04591], [-0.75708, -0.66819, -3.46321], [4.42239, 4.76981, 0.13132], [0.13346, 1.85427, 4.71255], [0.07009, -0.25642, -3.04540], [0.11838, -3.26233, -0.40911], [-0.88643, 2.85971, -4.78126], [-1.27302, -0.07886, 4.41210], [4.17764, -3.01001, 1.06656], [0.56953, -5.29770, 0.07322], [-3.66024, 0.22560, 0.99932], [-0.64162, -0.34903, 3.20726], [-5.30658, 1.46206, 1.66828], [2.22461, -3.69290, -3.55563], [4.41916, 2.77959, 0.93465], [-0.03157, 2.91730, -5.44735]],
  "charge": 1,
  "spin_multiplicity": 6,
  "lumo_energy_ev": [-2.26, -5.28],
  "total_energy_ev": -164733.56243,
  "e_homo_ev": [-9.760, -10.166]
}



{
  "formula": "C38H28BBrF6N8O5SbTi",
  "method": "ωB97M-V/def2-TZVPD",
  "species": ["C", "H", "F", "H", "N", "H", "B", "N", "C", "C", "C", "C", "H", "H", "H", "H", "C", "N", "Ti", "H", "H", "H", "H", "C", "H", "F", "O", "C", "C", "Br", "N", "C", "H", "O", "H", "H", "H", "C", "C", "F", "C", "H", "C", "N", "H", "H", "C", "F", "C", "H", "F", "H", "H", "Sb", "H", "C", "C", "C", "C", "H", "C", "C", "H", "C", "O", "C", "O", "C", "N", "C", "H", "C", "C", "O", "H", "C", "H", "C", "N", "C", "F", "C", "C", "C", "C", "C", "C", "N", "C"],
  "positions_angstrom": [[3.74086, 3.85766, 4.41864], [-0.37372, 1.06404, -5.85223], [-4.25383, -2.87506, 0.90445], [-1.08888, -3.65676, 1.42351], [1.88512, 6.15148, 2.13255], [0.50221, 0.55658, -3.59332], [-0.22062, -3.53953, 2.24011], [1.02279, 5.56499, 1.46964], [-1.42615, 0.20529, -2.69786], [-2.84309, 0.18154, -2.98696], [2.95652, 5.44489, 2.79495], [-0.72407, -0.66569, 4.60432], [6.27920, 5.82660, 3.32961], [1.44691, -5.43772, -4.24595], [3.04730, -1.33152, 0.00686], [3.43335, -4.00594, -4.51223], [-0.01980, 2.09984, 0.71858], [-0.17387, -1.00143, 2.45931], [-0.37852, -0.96315, 0.22504], [3.26473, 1.81891, -0.10840], [3.55457, 3.03871, 5.09945], [-0.96108, -2.87480, 4.93668], [-4.87657, -0.19976, -2.39418], [-0.73243, -4.89309, -2.78791], [-0.79233, -5.81733, -3.35177], [-5.63830, -1.97763, -1.13491], [-4.13807, 1.08491, -6.79083], [-0.36938, -0.07277, 3.39707], [-1.33726, 3.95321, 1.47991], [6.43449, 3.64340, 5.30615], [1.15306, -3.36315, 1.53893], [3.33759, -3.16443, 1.26080], [3.52161, -1.79705, -3.36257], [-2.11338, 1.25973, -7.49954], [-3.39337, 3.45124, 1.78272], [-3.08252, 1.07651, 1.15933], [3.20716, 4.19205, 0.58211], [-0.74077, -2.02157, 4.31753], [5.27815, 5.42873, 3.42037], [-4.29853, -0.43167, 2.05113], [-2.43176, 0.78440, -5.28045], [-0.15061, -4.44619, 3.03095], [1.52170, -4.49539, -3.71413], [1.34695, -2.29008, 0.75000], [-2.68922, -5.04060, -1.96635], [-2.49490, -3.02775, -0.60987], [-0.07314, 3.45016, 1.08369], [-5.77169, 0.49139, 0.08654], [-2.24450, 1.75521, 1.12309], [4.39946, -3.33110, 1.30314], [-6.61975, -1.66470, 1.31326], [-4.36951, 0.44837, -4.49857], [-0.94179, -0.18365, 5.54096], [-4.99110, -1.20776, 0.48694], [4.40613, 6.80939, 2.02205], [2.67458, -2.45410, -3.20400], [0.53732, -2.90621, -2.13248], [-2.41018, 3.11030, 1.48964], [2.34156, 2.26143, 0.24044], [1.70363, -1.11145, -1.87431], [2.61812, -3.69716, -3.86940], [-1.03859, 0.81920, -5.03661], [2.37043, -4.76865, 2.49914], [2.30052, 3.60467, 0.64522], [-0.90765, -0.05061, -1.58551], [4.23295, 5.97562, 2.69032], [1.15264, 0.21330, 0.01623], [2.65940, -2.14585, 0.59185], [-1.09208, 1.26967, 0.74626], [5.02012, 4.37676, 4.28203], [-1.42910, 4.99132, 1.76942], [-0.55956, 0.54465, -3.79850], [1.20006, 1.48536, 0.30819], [-3.59229, -0.42311, -0.85156], [1.70754, 3.98965, 3.76410], [0.44662, -4.10911, -2.87525], [-0.22429, 0.97097, 3.17124], [2.33386, -3.90318, 1.85926], [-0.41732, -2.19618, 3.03680], [-1.66197, -3.28257, -1.24841], [-2.08882, -1.31913, 0.78317], [-3.84031, -0.16280, -2.05131], [2.70786, 4.39162, 3.66902], [1.66403, -2.07598, -2.36538], [1.13943, 4.19445, 1.08835], [-0.51991, -2.52635, -1.24232], [-1.77270, -4.46542, -2.02266], [-2.93241, 1.06248, -6.61827], [-3.30886, 0.47446, -4.28709]],
  "charge": -1,
  "spin_multiplicity": 1,
  "lumo_energy_ev": 1.25,
  "total_energy_ev": -178702.37104,
  "e_homo_ev": -5.694
}